[1]
{
  "formula": "C16H25N5O2",
  "method": "ωB97M-V/def2-TZVPD",
  "homo_ev": -7.7,
  "lumo_energy_ev": 0.7,
  "e_above_lowest_kcal_mol": 16.7,
  "symbols": ["C", "C", "C", "N", "C", "N", "C", "C", "C", "O", "N", "C", "C", "O", "N", "C", "N", "C", "C", "C", "C", "C", "C", "H", "H", "H", "H", "H", "H", "H", "H", "H", "H", "H", "H", "H", "H", "H", "H", "H", "H", "H", "H", "H", "H", "H", "H", "H"],
  "coordinates": [[-2.4846, -5.4419, -0.9489], [-2.4629, -4.1726, -0.5899], [-1.7481, -3.6467, 0.6195], [-0.7708, -2.6270, 0.2782], [-1.1863, -1.3472, 0.1088], [-2.3344, -0.8747, 0.5817], [-2.3118, 0.4420, 0.2801], [-1.1493, 0.7836, -0.3872], [-0.8762, 2.1088, -0.8215], [0.1088, 2.5138, -1.4166], [-1.9197, 2.9810, -0.4786], [-1.7254, 4.3643, -0.8810], [-3.0972, 2.6752, 0.1843], [-3.9381, 3.5180, 0.4242], [-3.2730, 1.3601, 0.5629], [-4.4743, 0.9590, 1.2603], [-0.4325, -0.4007, -0.5054], [0.8915, -0.5099, -1.0599], [1.9666, -0.4203, 0.0250], [3.3629, -0.4553, -0.5887], [4.4814, -0.3750, 0.4508], [4.4920, 0.9085, 1.2837], [4.6079, 2.1741, 0.4419], [-3.0088, -5.7792, -1.8265], [-1.9896, -6.2029, -0.3673], [-2.9641, -3.4164, -1.1794], [-2.4634, -3.1695, 1.2935], [-1.2292, -4.4532, 1.1435], [-0.0322, -2.9302, -0.3411], [-2.5834, 4.9408, -0.5465], [-1.6290, 4.4182, -1.9655], [-0.8085, 4.7465, -0.4323], [-4.2107, 0.5312, 2.2273], [-5.0054, 0.2082, 0.6754], [-5.0934, 1.8439, 1.3922], [1.0131, 0.3228, -1.7566], [0.9780, -1.4508, -1.6152], [1.8460, -1.2415, 0.7362], [1.8216, 0.5178, 0.5613], [3.4816, -1.3856, -1.1514], [3.4607, 0.3688, -1.2959], [5.4376, -0.4594, -0.0713], [4.3997, -1.2293, 1.1281], [3.5904, 0.9607, 1.8963], [5.3434, 0.8571, 1.9670], [5.4597, 2.1068, -0.2317], [4.7487, 3.0398, 1.0851], [3.7106, 2.3381, -0.1487]],
  "atomic_forces_ev_per_a": [[-0.043, -0.112, -0.054], [0.108, 0.194, 0.146], [-0.160, -0.127, 0.106], [0.407, -0.210, -0.162], [0.151, 0.643, -0.134], [-0.413, -0.101, 0.181], [1.272, 0.026, -0.635], [-0.755, 0.081, 0.361], [-0.139, -0.420, 0.145], [0.197, 0.089, -0.095], [0.125, 0.191, -0.099], [0.016, 0.303, -0.069], [-0.166, -0.042, 0.092], [-0.193, 0.183, 0.056], [-0.027, -0.032, 0.015], [-0.280, -0.015, 0.147], [-0.507, -0.232, 0.122], [0.552, -0.040, 0.125], [0.091, 0.001, -0.388], [-0.032, -0.092, 0.297], [-0.104, 0.104, -0.016], [0.104, -0.067, -0.154], [-0.048, -0.146, 0.225], [-0.113, -0.010, -0.178], [0.138, -0.121, 0.162], [-0.122, 0.056, -0.135], [0.112, -0.155, 0.035], [-0.125, 0.054, 0.018], [-0.060, 0.049, 0.053], [0.108, -0.068, -0.043], [0.023, 0.043, 0.059], [-0.043, 0.015, -0.064], [-0.054, -0.003, -0.006], [-0.027, 0.007, 0.047], [0.065, -0.132, -0.005], [-0.026, -0.185, 0.002], [-0.018, 0.086, -0.022], [-0.019, 0.016, 0.081], [-0.073, 0.026, 0.082], [0.005, 0.022, -0.098], [0.003, 0.016, -0.131], [0.065, -0.058, 0.041], [0.061, -0.077, -0.028], [0.006, -0.004, 0.104], [-0.073, -0.005, 0.074], [0.091, 0.042, -0.117], [0.004, 0.124, -0.020], [-0.081, 0.082, -0.123]]
}

---

[2]
{
  "formula": "C35H35BrCrIN3O3Si",
  "method": "ωB97M-V/def2-TZVPD",
  "homo_ev": [-11.3, -11.3],
  "lumo_energy_ev": [-3.6, -3.8],
  "multiplicity": 4,
  "e_above_lowest_kcal_mol": 7.1,
  "charge": 1,
  "symbols": ["Cr", "C", "C", "N", "C", "C", "C", "O", "C", "C", "N", "C", "C", "C", "C", "C", "C", "I", "C", "O", "H", "H", "H", "H", "H", "H", "H", "H", "H", "H", "H", "H", "C", "C", "C", "C", "Si", "O", "C", "C", "C", "C", "C", "C", "C", "C", "C", "C", "C", "C", "H", "H", "H", "H", "H", "H", "H", "H", "H", "H", "H", "H", "H", "H", "H", "H", "H", "H", "H", "Br", "C", "C", "C", "C", "N", "C", "H", "H", "H", "H"],
  "coordinates": [[0.1555, -0.9624, -1.4099], [4.6179, -1.7214, -1.1377], [4.2104, -0.3603, -1.6030], [5.1345, 0.5566, -1.7550], [4.7916, 1.7923, -2.1569], [3.5053, 2.1810, -2.4327], [3.2128, 3.6095, -2.8170], [2.5241, 3.7320, -4.0560], [2.4853, 1.2055, -2.2853], [1.1229, 1.5746, -2.5642], [0.0355, 0.9479, -2.2270], [-1.1993, 1.6664, -2.4566], [-1.2325, 3.0446, -2.6953], [-2.4242, 3.7122, -2.9043], [-3.6327, 3.0358, -2.8615], [-3.6351, 1.6822, -2.5845], [-2.4307, 1.0237, -2.3808], [-2.5637, -0.9845, -1.8544], [2.8416, -0.0747, -1.8686], [1.9566, -1.0473, -1.7631], [5.6972, -1.7480, -1.0182], [4.3154, -2.4891, -1.8518], [4.1533, -1.9566, -0.1782], [5.6070, 2.4996, -2.2457], [4.1474, 4.1761, -2.8257], [2.5643, 4.0803, -2.0741], [3.1327, 3.5307, -4.7745], [1.0331, 2.5025, -3.1136], [-0.3309, 3.6372, -2.6933], [-2.4023, 4.7775, -3.0845], [-4.5652, 3.5575, -3.0180], [-4.5670, 1.1398, -2.5157], [0.6255, -2.3325, 3.0131], [0.3637, -0.8285, 3.1563], [-0.3198, -0.5640, 4.5007], [1.7056, -0.0873, 3.1065], [-0.7175, -0.1975, 1.7433], [-0.0161, -0.6706, 0.3354], [-2.4252, -0.9878, 1.6687], [-3.6285, -0.2903, 1.7677], [-4.8491, -0.9138, 1.5384], [-4.8923, -2.2552, 1.1960], [-3.7076, -2.9727, 1.0851], [-2.4953, -2.3430, 1.3180], [-0.8423, 1.6691, 1.8098], [-0.0975, 2.4473, 0.9223], [-0.1284, 3.8334, 0.9701], [-0.9099, 4.4748, 1.9182], [-1.6462, 3.7236, 2.8229], [-1.6082, 2.3385, 2.7689], [1.3284, -2.6617, 3.7834], [1.0608, -2.5746, 2.0405], [-0.2865, -2.9171, 3.1389], [0.2853, -0.9750, 5.3132], [-1.3060, -1.0293, 4.5557], [-0.4331, 0.5045, 4.6915], [2.3589, -0.4389, 3.9096], [1.5792, 0.9898, 3.2276], [2.2240, -0.2611, 2.1599], [-3.6233, 0.7661, 2.0022], [-5.7675, -0.3483, 1.6239], [-5.8421, -2.7419, 1.0207], [-3.7339, -4.0242, 0.8284], [-1.5807, -2.9144, 1.2081], [0.5353, 1.9532, 0.1965], [0.4639, 4.4171, 0.2766], [-0.9367, 5.5553, 1.9615], [-2.2458, 4.2181, 3.5753], [-2.1787, 1.7763, 3.4983], [3.2100, -5.4921, 0.3452], [1.5779, -4.9343, -0.3965], [0.5718, -5.8389, -0.6875], [-0.6079, -5.3455, -1.2180], [-0.7331, -3.9873, -1.4365], [0.2464, -3.1143, -1.1672], [1.3841, -3.5877, -0.6493], [0.7070, -6.8952, -0.5022], [-1.4288, -6.0037, -1.4611], [-1.6525, -3.5958, -1.8450], [2.1520, -2.8638, -0.4279]],
  "atomic_forces_ev_per_a": [[-0.059, -0.166, 0.009], [-0.001, -0.037, -0.014], [-0.091, 0.009, -0.037], [0.038, 0.011, 0.022], [-0.057, 0.086, -0.014], [0.045, -0.052, 0.016], [0.046, 0.031, 0.025], [-0.008, 0.033, -0.039], [-0.027, 0.000, 0.014], [-0.039, -0.054, -0.002], [-0.027, 0.147, -0.014], [0.026, -0.027, 0.072], [-0.024, -0.011, 0.037], [0.021, -0.002, 0.000], [0.008, -0.030, 0.010], [0.081, 0.020, 0.016], [-0.006, -0.009, -0.052], [-0.073, 0.021, -0.161], [0.038, -0.013, -0.049], [0.064, -0.039, -0.043], [0.003, 0.005, -0.003], [-0.029, -0.022, 0.002], [0.002, -0.013, 0.028], [0.018, 0.033, -0.010], [-0.034, -0.021, 0.001], [0.015, -0.019, 0.000], [-0.005, -0.013, -0.011], [-0.015, 0.003, 0.023], [0.043, -0.005, 0.014], [-0.003, 0.023, -0.004], [-0.031, 0.017, -0.009], [-0.028, -0.022, 0.002], [-0.041, 0.022, -0.005], [0.001, -0.051, -0.061], [0.005, 0.050, 0.001], [-0.011, 0.016, -0.043], [-0.150, -0.109, 0.029], [0.327, 0.214, 0.095], [0.004, -0.046, 0.041], [0.082, 0.055, -0.007], [-0.041, -0.017, -0.039], [-0.022, -0.005, -0.013], [0.000, -0.019, 0.019], [0.010, 0.001, 0.109], [-0.002, -0.014, -0.007], [0.013, -0.022, -0.003], [-0.007, -0.003, -0.010], [-0.010, 0.023, 0.012], [-0.010, 0.017, 0.004], [0.006, -0.017, 0.009], [0.028, -0.001, 0.020], [0.018, -0.009, -0.029], [-0.055, -0.028, -0.005], [0.021, -0.011, 0.027], [-0.035, -0.023, 0.005], [-0.015, 0.029, 0.002], [0.007, -0.017, 0.031], [-0.005, 0.029, 0.005], [0.009, -0.003, -0.030], [0.010, 0.036, 0.024], [-0.022, 0.016, 0.007], [-0.025, -0.014, -0.006], [0.000, -0.037, -0.008], [0.050, -0.032, 0.026], [0.049, -0.026, -0.061], [0.025, 0.015, -0.024], [0.000, 0.020, 0.002], [-0.013, 0.009, 0.013], [-0.036, -0.028, 0.022], [-0.008, 0.004, 0.000], [-0.006, 0.033, 0.007], [0.029, 0.027, 0.006], [-0.009, 0.061, 0.013], [-0.005, -0.070, -0.023], [-0.105, 0.054, -0.033], [0.021, 0.003, 0.125], [0.004, -0.013, 0.008], [-0.013, -0.016, -0.006], [0.012, 0.016, -0.058], [0.020, -0.003, -0.020]]
}

---

[3]
{
  "formula": "C9H11ClN2O2SSn",
  "method": "ωB97M-V/def2-TZVPD",
  "homo_ev": -16.1,
  "lumo_energy_ev": -10.0,
  "e_above_lowest_kcal_mol": 20.2,
  "charge": 2,
  "symbols": ["Cl", "C", "C", "C", "H", "C", "C", "H", "H", "H", "C", "Sn", "C", "O", "C", "O", "H", "H", "H", "N", "C", "N", "S", "H", "H", "H", "H"],
  "coordinates": [[-1.1138, -2.1305, -1.6352], [-0.0918, 1.7434, -2.0607], [-0.3627, 2.4581, -0.8231], [-1.6890, 2.0955, -0.3547], [0.3283, 3.1615, -0.3241], [-2.2817, 1.1691, -1.3294], [-1.2647, 0.9166, -2.3844], [-1.3590, 0.1547, -3.1644], [0.8266, 1.7737, -2.6591], [-2.1944, 2.4300, 0.5765], [-3.5653, 0.4105, -1.1864], [-0.5049, 0.0198, -0.5510], [-1.2201, -1.1593, 1.2429], [-1.5948, -1.8566, 2.0926], [1.5411, -1.0491, -0.5022], [2.4288, -1.8285, -0.8307], [-3.8395, 0.2486, -0.1294], [-3.5189, -0.5586, -1.7067], [-4.3218, 1.0530, -1.6586], [2.6323, -2.2791, 2.4709], [2.7340, -1.0548, 1.9665], [3.7655, -0.2271, 2.0343], [1.2480, -0.2488, 1.3495], [3.3731, -2.6399, 3.0610], [1.7882, -2.8157, 2.3267], [3.6858, 0.6723, 1.5803], [4.5708, -0.4587, 2.5989]],
  "atomic_forces_ev_per_a": [[0.055, 0.582, 0.879], [-0.958, 0.003, -0.149], [0.533, -0.427, -0.320], [-0.109, -0.933, -0.151], [-0.550, -0.540, -0.402], [1.228, -0.255, -0.334], [-0.521, 2.028, 0.452], [0.017, 0.632, 0.151], [-0.458, 0.102, 0.374], [0.490, -0.145, -0.882], [-0.364, 0.416, -0.171], [0.213, -2.046, -2.626], [-2.534, -3.479, 4.458], [1.620, 3.031, -3.780], [2.475, -2.827, -2.795], [-4.271, 4.105, 2.250], [0.032, 0.156, -0.457], [-0.078, 0.433, 0.134], [-0.178, -0.453, 0.180], [0.580, 1.356, -0.483], [-0.998, 1.151, 1.369], [-0.456, -1.257, 0.177], [3.523, -1.366, 2.155], [-0.009, -0.357, -0.239], [0.129, 0.013, 0.195], [0.218, -0.019, 0.280], [0.369, 0.097, -0.265]]
}

---

[4]
{
  "formula": "C3H7NS",
  "method": "ωB97M-V/def2-TZVPD",
  "homo_ev": -8.1,
  "lumo_energy_ev": 0.8,
  "e_above_lowest_kcal_mol": 0.0,
  "symbols": ["C", "N", "C", "C", "S", "H", "H", "H", "H", "H", "H", "H"],
  "coordinates": [[1.3784, -0.6281, -0.0165], [0.0115, -1.0429, 0.0143], [-1.0639, -0.2187, 0.0124], [-0.7829, 1.2790, -0.0046], [-2.6117, -0.7029, -0.0019], [1.9903, -1.5208, 0.0970], [1.6243, 0.0476, 0.8621], [1.6890, -0.1071, -0.8909], [-0.0664, -2.0700, -0.0565], [-0.1820, 1.5660, -0.8724], [-1.7118, 1.8291, -0.0600], [-0.2749, 1.5688, 0.9170]],
  "atomic_forces_ev_per_a": [[0.877, 0.714, 2.133], [-0.371, -0.776, -0.284], [0.675, 0.436, -0.274], [0.352, -0.399, 0.049], [-0.764, -0.762, 0.035], [0.098, 0.090, -0.054], [-0.247, -0.739, -0.902], [0.051, 0.381, -0.958], [-0.870, 1.204, 0.141], [0.177, -0.087, 0.161], [-0.177, -0.131, 0.037], [0.199, 0.068, -0.083]]
}

---

| no. | M (g mol⁻¹) |
| --- | --- |
| 1 | 319.4 |
| 2 | 832.6 |
| 3 | 365.4 |
| 4 | 89.2 |